Entry 1:
C20H27N5O2S | the ωB97M-V functional and the def2-TZVPD basis

* HOMO energy: -8.3 eV
* SMILES: CCn1c(CC(=O)Nc2ccccc2C)nnc1SCC(=O)NC1CCCC1
* Kohn-Sham gap: 8.82 eV
* energy above the lowest of the compared OMol25 structures with the same formula, charge and spin: 16.7 kcal/mol

```
! RIJCOSX wB97M-V def2-TZVPD def2/J DEFGRID3
* xyz 0 1
C -4.944 -2.364 0.237
H -5.606 -2.702 1.030
H -5.523 -1.782 -0.477
C -3.829 -1.510 0.832
N -2.933 -1.041 -0.190
C -2.898 0.194 -0.776
N -1.954 0.257 -1.670
N -1.340 -0.932 -1.685
C -1.918 -1.708 -0.797
C -1.415 -3.050 -0.433
H -2.119 -3.598 0.189
H -1.202 -3.623 -1.337
C -0.093 -2.879 0.355
O 0.069 -3.383 1.441
N 0.801 -2.154 -0.349
C 2.036 -1.641 0.070
C 2.365 -1.532 1.415
C 3.570 -0.966 1.790
C 4.450 -0.506 0.826
C 4.126 -0.629 -0.515
C 2.927 -1.196 -0.917
C 2.598 -1.347 -2.373
H 3.412 -0.967 -2.985
H 1.690 -0.804 -2.638
H 2.445 -2.398 -2.620
H 4.821 -0.279 -1.266
H 5.390 -0.060 1.114
H 3.817 -0.881 2.837
H 1.672 -1.888 2.159
H 0.471 -1.795 -1.241
S -3.939 1.524 -0.318
C -3.079 2.033 1.237
H -3.073 3.121 1.237
H -3.655 1.661 2.084
C -1.678 1.439 1.260
O -1.450 0.379 1.811
N -0.760 2.169 0.615
H -1.037 3.004 0.124
C 0.609 1.734 0.428
C 1.000 1.805 -1.047
C 1.316 3.284 -1.271
H 0.403 3.836 -1.498
H 1.997 3.426 -2.108
C 1.927 3.769 0.055
H 1.516 4.737 0.342
H 3.006 3.888 -0.039
C 1.600 2.690 1.103
H 2.495 2.129 1.368
H 1.182 3.111 2.016
H 1.897 1.207 -1.193
H 0.208 1.434 -1.696
H 0.669 0.725 0.841
H -3.246 -2.068 1.569
H -4.257 -0.636 1.326
H -4.539 -3.235 -0.274
*
```

Atomic partial charges in e from the natural (NBO) method, atoms 1 to 2: -0.613, 0.221

Entry 2:
C20H27N5O3 | the ωB97M-V functional and the def2-TZVPD basis

* HOMO energy: -8.6 eV
* SMILES: CC[C@H](C)[C@H](NC(=O)OC(C)(C)C)C(=O)N/N=C/c1ccc2nccnc2c1
* Kohn-Sham gap: 8.07 eV
* energy above the lowest of the compared OMol25 structures with the same formula, charge and spin: 52.3 kcal/mol

```
! RIJCOSX wB97M-V def2-TZVPD def2/J DEFGRID3
* xyz 0 1
C 5.918 0.068 -0.314
H 6.353 -0.820 0.137
H 6.285 0.156 -1.334
C 4.397 -0.014 -0.274
H 3.970 0.882 -0.731
H 4.076 -0.043 0.767
C 3.852 -1.258 -0.984
C 3.979 -1.150 -2.502
H 5.022 -1.061 -2.790
H 3.450 -0.273 -2.870
H 3.570 -2.033 -2.988
H 4.421 -2.126 -0.638
C 2.381 -1.512 -0.593
N 1.553 -0.339 -0.761
C 1.188 0.488 0.245
O 1.548 0.367 1.392
O 0.366 1.432 -0.245
C -0.212 2.428 0.632
C -1.057 1.759 1.716
H -1.814 1.123 1.261
H -1.549 2.519 2.317
H -0.427 1.153 2.360
C 0.889 3.290 1.248
H 0.446 4.081 1.846
H 1.528 2.681 1.882
H 1.496 3.737 0.464
C -1.100 3.261 -0.293
H -1.580 4.056 0.270
H -0.503 3.700 -1.088
H -1.864 2.631 -0.741
H 1.206 -0.127 -1.682
C 2.283 -2.070 0.829
O 3.231 -2.383 1.505
N 1.010 -2.342 1.264
N -0.082 -1.971 0.599
C -1.219 -1.989 1.171
C -2.403 -1.534 0.475
C -3.636 -1.589 1.089
C -4.778 -1.110 0.425
N -5.984 -1.174 1.031
C -7.010 -0.712 0.369
C -6.883 -0.161 -0.923
N -5.732 -0.083 -1.535
C -4.653 -0.557 -0.881
C -3.379 -0.507 -1.490
C -2.289 -0.987 -0.829
H -1.306 -0.955 -1.270
H -3.306 -0.082 -2.479
H -7.744 0.221 -1.457
H -7.971 -0.770 0.861
H -3.756 -1.995 2.082
H -1.342 -2.315 2.210
H 0.935 -2.630 2.245
H 1.968 -2.297 -1.242
H 6.259 0.937 0.243
*
```

Atomic partial charges in e from the natural (NBO) method, atoms 1 to 2: -0.600, 0.206

Entry 3:
C20H27N5O4S | the ωB97M-V functional and the def2-TZVPD basis

* HOMO energy: -8.0 eV
* SMILES: Cc1sc2ncn(CC(=O)NCCCC(=O)N3CCC(C(N)=O)CC3)c(=O)c2c1C
* Kohn-Sham gap: 8.63 eV
* energy above the lowest of the compared OMol25 structures with the same formula, charge and spin: 0.0 kcal/mol

```
! RIJCOSX wB97M-V def2-TZVPD def2/J DEFGRID3
* xyz 0 1
C 5.251 2.933 4.909
C 4.403 2.032 4.083
C 3.657 2.379 2.998
C 2.968 1.259 2.446
C 3.218 0.080 3.144
N 2.702 -1.124 2.835
C 1.922 -1.152 1.810
N 1.593 -0.080 1.053
C 2.074 1.211 1.320
O 1.720 2.150 0.621
C 0.683 -0.242 -0.064
H 0.703 -1.289 -0.376
H 1.006 0.417 -0.875
C -0.747 0.130 0.361
O -1.553 -0.719 0.702
N -0.989 1.442 0.351
H -0.254 2.066 0.040
C -2.269 2.006 0.709
H -2.094 2.949 1.234
C -3.165 2.248 -0.510
H -2.649 2.904 -1.214
C -3.513 0.938 -1.221
C -2.481 0.591 -2.286
O -1.608 1.370 -2.620
N -2.635 -0.605 -2.911
C -3.409 -1.724 -2.430
H -4.236 -1.390 -1.808
C -2.502 -2.676 -1.646
H -2.108 -2.150 -0.774
H -3.081 -3.532 -1.295
C -1.334 -3.154 -2.525
C -0.355 -3.892 -1.619
O 0.562 -3.349 -1.042
N -0.605 -5.211 -1.478
H -0.036 -5.747 -0.843
H -1.384 -5.662 -1.921
C -0.631 -1.970 -3.195
H 0.087 -2.335 -3.931
C -1.626 -1.026 -3.864
H -1.114 -0.134 -4.227
H -2.129 -1.521 -4.701
H -0.083 -1.415 -2.435
H -1.715 -3.837 -3.293
H -3.827 -2.240 -3.304
H -3.566 0.136 -0.486
H -4.482 1.024 -1.719
H -4.075 2.743 -0.171
H -2.757 1.302 1.390
H 1.495 -2.100 1.518
S 4.290 0.332 4.471
C 3.582 3.769 2.459
H 3.192 4.449 3.216
H 2.931 3.791 1.591
H 4.573 4.119 2.173
H 4.648 3.731 5.343
H 5.729 2.378 5.711
H 6.023 3.397 4.294
*
```

Atomic partial charges in e from the natural (NBO) method, atoms 1 to 2: -0.644, -0.169

Entry 4:
C20H27N5O4S2 | the ωB97M-V functional and the def2-TZVPD basis

* HOMO energy: -8.8 eV
* SMILES: Cn1c(SCC(=O)N2CCCCC2)nnc1-c1ccc(S(=O)(=O)N2CCOCC2)cc1
* Kohn-Sham gap: 8.79 eV
* energy above the lowest of the compared OMol25 structures with the same formula, charge and spin: 24.2 kcal/mol

```
! RIJCOSX wB97M-V def2-TZVPD def2/J DEFGRID3
* xyz 0 1
C 1.035 2.912 1.294
N 1.432 2.388 0.019
C 2.715 2.302 -0.436
N 2.766 1.633 -1.557
N 1.526 1.253 -1.852
C 0.713 1.708 -0.923
C -0.722 1.495 -0.946
C -1.202 0.336 -1.563
C -2.560 0.092 -1.621
C -3.439 1.000 -1.060
C -2.984 2.169 -0.480
C -1.625 2.423 -0.425
H -1.276 3.355 -0.011
H -3.704 2.875 -0.098
S -5.203 0.659 -1.082
O -5.894 1.905 -0.945
O -5.478 -0.191 -2.200
N -5.548 -0.225 0.280
C -5.522 0.438 1.562
H -5.686 1.500 1.383
C -4.194 0.183 2.284
H -4.235 0.549 3.311
O -3.925 -1.199 2.376
C -3.853 -1.800 1.101
H -3.656 -2.858 1.279
C -5.165 -1.616 0.330
H -5.081 -1.966 -0.698
H -5.963 -2.170 0.836
H -3.016 -1.363 0.533
H -3.372 0.685 1.750
H -6.344 0.042 2.169
H -2.957 -0.785 -2.109
H -0.492 -0.348 -1.998
S 4.076 2.944 0.450
C 4.899 1.353 0.864
H 5.696 1.174 0.151
H 5.313 1.503 1.860
C 3.818 0.286 0.938
O 3.011 0.331 1.856
N 3.755 -0.647 -0.025
C 4.568 -0.790 -1.213
H 5.321 -0.009 -1.276
C 5.227 -2.170 -1.226
C 4.158 -3.257 -1.171
C 3.273 -3.041 0.052
C 2.689 -1.631 0.030
H 2.100 -1.438 0.929
H 2.052 -1.499 -0.853
H 2.460 -3.767 0.071
H 3.864 -3.167 0.962
H 4.624 -4.243 -1.130
H 3.547 -3.209 -2.076
H 5.829 -2.271 -2.130
H 5.889 -2.262 -0.362
H 3.910 -0.680 -2.083
H 0.124 2.416 1.623
H 1.831 2.703 2.011
H 0.878 3.991 1.240
*
```

Atomic partial charges in e from the natural (NBO) method, atoms 1 to 2: -0.419, -0.343

Entry 5:
C20H27N6O2PSn | the ωB97M-V functional and the def2-TZVPD basis

* HOMO energy (alpha / beta): -20.7 / -20.4 eV
* Kohn-Sham gap (alpha / beta): 4.83 / 5.54 eV
* energy above the lowest of the compared OMol25 structures with the same formula, charge and spin: 0.0 kcal/mol

```
! RIJCOSX wB97M-V def2-TZVPD def2/J DEFGRID3
* xyz 4 1
N 0.249 3.004 -0.485
C 0.704 4.078 -0.556
C 1.253 5.418 -0.629
H 0.429 6.146 -0.696
H 1.914 5.512 -1.500
H 1.839 5.623 0.275
N 3.443 -2.351 -1.644
C 4.408 -2.999 -1.562
C 5.635 -3.753 -1.375
H 6.419 -3.349 -2.042
H 5.474 -4.818 -1.612
H 5.954 -3.664 -0.318
N -2.664 -1.499 -0.330
C -3.466 -2.343 -0.483
C -4.469 -3.395 -0.669
H -4.255 -4.247 -0.003
H -4.450 -3.774 -1.706
H -5.476 -2.993 -0.425
Sn 1.058 -0.857 -1.409
C 0.576 -2.854 0.030
O 0.688 -3.532 0.952
C 2.695 0.382 0.073
O 3.549 0.511 0.827
C 1.380 0.671 -3.204
C 0.001 0.714 -2.883
C -0.780 -0.464 -2.995
C -0.191 -1.674 -3.405
C 1.195 -1.738 -3.641
C 1.981 -0.561 -3.560
H 1.966 1.588 -3.161
H -0.450 1.664 -2.568
H -1.851 -0.413 -2.774
H -0.810 -2.571 -3.527
H 1.689 -2.686 -3.884
H 3.053 -0.620 -3.751
C -0.902 0.865 4.114
N -0.408 1.942 3.211
C -1.571 2.666 2.629
N -2.499 1.752 1.925
C -2.921 0.676 2.876
N -1.764 -0.094 3.387
C -1.035 -0.862 2.363
P -0.336 0.224 1.001
C 0.498 1.401 2.196
C -1.915 1.213 0.704
H -1.511 1.347 4.901
H -0.041 0.337 4.547
H -1.219 3.437 1.924
H -2.126 3.126 3.465
H -3.636 0.005 2.380
H -3.408 1.169 3.739
H -0.193 -1.380 2.852
H -1.696 -1.607 1.900
H 0.936 2.213 1.606
H 1.304 0.849 2.703
H -2.621 0.540 0.196
H -1.629 2.025 0.020
*
```

Atomic partial charges in e from the natural (NBO) method, atoms 1 to 2: -0.582, 0.472

Entry 6:
C20H27NO | the ωB97M-V functional and the def2-TZVPD basis

* HOMO energy: -8.0 eV
* SMILES: CCN(C)CC[C@](C=O)(c1cccc2ccccc12)C(C)C
* Kohn-Sham gap: 8.31 eV
* energy above the lowest of the compared OMol25 structures with the same formula, charge and spin: 38.1 kcal/mol

```
! RIJCOSX wB97M-V def2-TZVPD def2/J DEFGRID3
* xyz 0 1
O -2.833 0.493 -0.021
C -1.691 0.230 0.278
C -0.382 -3.583 3.599
C 2.731 -1.976 0.329
C -1.461 -3.058 2.899
C 1.717 -1.318 -0.335
C 0.926 -3.439 3.134
C 2.394 -2.671 1.471
C -1.254 -2.314 1.739
C 0.380 -1.269 0.108
C 1.094 -2.734 1.968
C 0.048 -2.084 1.255
N 1.220 3.187 -0.325
C 2.130 3.359 -1.458
C -0.536 4.304 1.056
C -1.907 -2.354 -1.684
C -1.657 -0.234 -3.031
C 0.066 4.149 -0.319
C 0.971 1.784 0.069
C 0.161 1.036 -1.056
C -0.559 -0.313 -0.660
C -1.038 -1.105 -1.943
H -1.391 0.392 1.297
H -0.527 -4.091 4.557
H 3.759 -1.844 0.004
H -2.472 -3.215 3.317
H 2.051 -0.729 -1.203
H 1.753 -3.916 3.630
H 3.193 -3.104 2.066
H -2.151 -1.964 1.212
H 3.027 2.752 -1.324
H 2.361 4.411 -1.523
H 1.642 3.037 -2.403
H -1.168 5.210 1.137
H -1.121 3.452 1.349
H 0.303 4.463 1.755
H -1.459 -3.075 -0.975
H -2.898 -2.061 -1.332
H -1.994 -2.863 -2.633
H -0.987 0.563 -3.353
H -2.584 0.229 -2.702
H -1.860 -0.824 -3.906
H -0.779 3.843 -1.014
H 0.375 5.146 -0.595
H 1.940 1.288 0.237
H 0.434 1.766 1.007
H 0.789 0.880 -1.926
H -0.607 1.729 -1.368
H -0.146 -1.568 -2.382
*
```

Atomic partial charges in e from the natural (NBO) method, atoms 1 to 2: -0.536, 0.457